{
  "formula": "C30H64N4O12S",
  "method": "the ωB97M-V functional and the def2-TZVPD basis",
  "elements": ["O", "S", "O", "O", "C", "C", "O", "H", "H", "H", "H", "C", "N", "C", "C", "O", "H", "H", "H", "H", "H", "H", "H", "C", "N", "C", "C", "O", "H", "H", "H", "H", "H", "H", "H", "C", "N", "C", "C", "O", "H", "H", "H", "H", "H", "H", "H", "C", "N", "C", "C", "O", "H", "H", "H", "H", "H", "H", "H", "C", "C", "C", "O", "C", "H", "H", "H", "H", "H", "H", "H", "H", "C", "C", "C", "O", "C", "H", "H", "H", "H", "H", "H", "H", "H", "C", "C", "C", "O", "C", "H", "H", "H", "H", "H", "H", "H", "H", "C", "C", "C", "O", "C", "H", "H", "H", "H", "H", "H", "H", "H"],
  "xyz": [[2.58031, -1.98132, -0.69631], [1.91929, -0.72285, -0.71725], [2.60692, 0.37709, -1.32976], [0.44779, -0.90180, -1.34924], [-0.33272, 0.23486, -0.90007], [-0.00048, 0.30985, 0.57108], [1.29641, -0.29298, 0.73065], [-0.08102, 1.06294, -1.56384], [-1.34453, -0.06222, -1.16854], [-0.66947, -0.35284, 1.11947], [-0.06075, 1.32338, 0.95535], [-4.28916, -0.38127, -0.97903], [-4.87972, -0.08476, 0.31614], [-4.49671, -0.71419, 1.45336], [-5.16981, -0.20172, 2.70703], [-3.72086, -1.66067, 1.47652], [-5.06902, -0.63758, -1.69722], [-3.53447, -1.15626, -0.91335], [-3.80529, 0.52643, -1.35388], [-5.33596, 0.80517, 0.41227], [-4.87838, 0.84742, 2.77434], [-4.78991, -0.68560, 3.60157], [-6.25393, -0.28139, 2.66108], [-0.29864, -0.22916, -5.40582], [-1.72845, -0.06907, -5.57079], [-2.53054, 0.46484, -4.64532], [-4.01057, 0.49663, -4.93818], [-2.12502, 0.80757, -3.53806], [0.21496, 0.70899, -5.19364], [0.14954, -0.71798, -6.26325], [-0.15385, -0.85126, -4.51708], [-2.15784, -0.30501, -6.44886], [-4.55970, 0.33747, -4.01467], [-4.38478, -0.21649, -5.67784], [-4.33274, 1.45829, -5.34782], [-1.86459, -0.37838, 3.88893], [-0.42790, -0.56062, 4.05784], [0.53177, 0.36857, 3.97560], [1.93621, -0.08521, 4.26405], [0.31940, 1.55433, 3.75204], [-2.06027, 0.42359, 3.17940], [-2.32795, -0.07727, 4.83499], [-2.30245, -1.32809, 3.59611], [-0.20409, -1.46980, 4.42697], [2.65281, 0.61678, 3.85687], [2.13994, -1.13556, 4.05455], [2.04635, -0.03550, 5.35619], [-3.13722, -5.51804, 1.33412], [-2.17148, -4.44846, 1.44517], [-0.83850, -4.62531, 1.46494], [-0.04204, -3.35332, 1.30580], [-0.32097, -5.72911, 1.55199], [-3.57773, -5.75522, 2.31194], [-2.70287, -6.47166, 1.05029], [-3.95340, -5.16082, 0.71093], [-2.51621, -3.50250, 1.40889], [0.62974, -3.44382, 0.45219], [0.53402, -3.07014, 2.18560], [-0.67374, -2.49558, 1.06231], [1.84227, 3.68178, -4.43948], [2.54898, 4.83371, -3.72479], [1.54699, 5.27079, -2.64727], [0.58625, 4.27088, -2.49362], [0.48583, 3.52681, -3.70399], [2.35417, 2.72232, -4.34711], [1.65394, 3.86200, -5.49671], [2.81321, 5.63717, -4.41570], [3.52630, 4.52458, -3.35232], [1.05004, 6.21561, -2.91055], [2.13530, 5.53057, -1.76096], [-0.27155, 4.00925, -4.34098], [0.12670, 2.51639, -3.52267], [4.01518, -4.94455, 0.05739], [4.76196, -6.12042, 0.62360], [4.29393, -7.25778, -0.33274], [3.09068, -6.78097, -0.95683], [2.68947, -5.61334, -0.20537], [4.41568, -4.67978, -0.92222], [3.98032, -4.07023, 0.70584], [4.50014, -6.35865, 1.65482], [5.85476, -6.06121, 0.63131], [4.00464, -8.09301, 0.31705], [5.03773, -7.63369, -1.03019], [2.15189, -5.97563, 0.67886], [1.92403, -5.03958, -0.72828], [5.48505, 2.49722, 2.45782], [5.88970, 3.37196, 1.28502], [5.07840, 2.82832, 0.11340], [4.83353, 1.46170, 0.44681], [4.50624, 1.48333, 1.83260], [4.94450, 2.96552, 3.28483], [6.31677, 1.93787, 2.87740], [6.97311, 3.29600, 1.17095], [5.71820, 4.44730, 1.38167], [5.48291, 2.85704, -0.89773], [4.13375, 3.38209, 0.01552], [4.72910, 0.48197, 2.21577], [3.42795, 1.60511, 1.97491], [-4.27671, 4.31057, 1.51609], [-3.14585, 4.20629, 0.48808], [-2.32421, 2.94094, 0.92677], [-3.18079, 2.32559, 1.90150], [-3.90493, 3.30723, 2.59731], [-5.27174, 4.01166, 1.17059], [-4.41234, 5.35155, 1.81870], [-2.60861, 5.14766, 0.41781], [-3.65939, 4.02945, -0.45908], [-1.43007, 3.20793, 1.48882], [-2.29101, 2.32652, 0.03335], [-3.25087, 3.73288, 3.37883], [-4.77127, 2.93989, 3.14840]],
  "forces_ev_per_angstrom": [[-0.5694, 0.1408, 0.6184], [-0.5601, 0.7833, -0.4187], [-0.8380, -0.4359, 0.5391], [1.0139, -0.1603, -0.2460], [-0.1376, -0.7840, -1.4703], [-0.5565, -0.2532, 0.1095], [1.2937, 0.0195, -0.5565], [0.1651, 0.3526, 0.5402], [-0.1503, 0.2365, 0.4773], [-0.1439, 0.2465, 0.1513], [0.4184, -0.0528, 0.2065], [-0.0912, 0.9212, -0.1654], [0.3942, -0.3851, -0.0170], [-0.4296, -0.4653, 0.3221], [0.4525, 0.5538, -0.0530], [0.1517, -0.0038, -0.2663], [0.0764, -0.2780, 0.0179], [-0.1606, -0.1934, 0.1826], [0.0897, -0.1360, -0.1037], [-0.0648, -0.0063, 0.0892], [-0.2633, 0.0649, 0.1284], [-0.0168, -0.2659, -0.1449], [-0.0054, -0.0275, -0.0702], [0.0000, -0.2098, 1.0156], [-0.0592, 0.1661, -1.1416], [-0.3488, -0.4264, 1.1773], [-0.6849, 0.2488, -0.6313], [0.2102, 0.2173, -0.2044], [-0.1271, 0.1179, -0.2186], [-0.1446, 0.0209, -0.1210], [0.2497, -0.0362, -0.1425], [0.1575, -0.0473, -0.0279], [0.1115, 0.0276, 0.0795], [0.4080, -0.2393, 0.0969], [0.2774, 0.1653, 0.2445], [0.2875, 0.6339, 0.5328], [-0.8294, -1.1516, 0.0461], [0.5052, 0.9774, 0.0779], [-0.0481, -0.4559, 1.1381], [-0.4003, -0.1632, -0.3432], [-0.0382, -0.1782, -0.1876], [0.0161, 0.0369, 0.0079], [-0.0243, 0.0986, -0.3268], [0.4657, 0.0672, -0.1590], [0.0079, -0.1790, -0.2971], [0.0646, 0.1349, -0.5302], [0.0033, 0.1942, -0.0485], [-0.4014, 0.0317, 1.1886], [-0.2300, 0.1479, -0.1870], [0.2620, -0.3344, -0.0355], [-0.0368, 0.6499, -0.3071], [0.0891, 0.0988, 0.0337], [-0.0308, 0.2364, 0.0299], [0.2695, 0.2897, -0.6450], [0.0525, -0.3675, -0.3130], [-0.1782, 0.0231, -0.0716], [0.1857, -0.2228, 0.1800], [0.1053, -0.3235, 0.0452], [-0.1817, -0.1100, 0.1321], [-0.6025, -1.0694, 0.2576], [0.1975, -0.0488, -0.6642], [0.9168, 1.2924, -0.3829], [0.1154, -0.9339, 0.6685], [-0.1239, 1.2921, -0.8338], [0.3858, 0.2233, -0.0652], [0.1373, 0.0606, -0.0072], [-0.3701, 0.1060, 0.0068], [-0.2481, -0.1927, 0.4597], [-0.0081, -0.0864, -0.3062], [-0.5889, -0.6053, 0.4903], [-0.1617, -0.0519, 0.1471], [0.2896, -0.0611, 0.3000], [-0.3340, 0.3936, 0.3731], [1.1769, -0.8551, -0.5307], [-0.9516, -0.1804, 1.5939], [0.3305, 0.2813, -0.3180], [-0.6113, -0.7008, -0.0866], [0.1299, 0.2569, 0.0999], [-0.0621, 0.0044, -0.0474], [-0.3635, 0.1613, -0.0482], [-0.0653, 0.3040, -0.2087], [0.1162, -0.2601, -0.2380], [-0.1019, 0.3852, -0.4004], [0.3420, 0.2447, 0.3614], [0.3871, -0.0294, -0.5786], [-1.4971, -0.4567, 0.5879], [0.7428, 0.9184, -0.3199], [-0.3983, -0.5102, -0.2573], [-0.1657, 0.4884, 0.0386], [0.7827, -1.2884, -0.3247], [0.3688, 0.4407, -0.0816], [0.1539, 0.1677, -0.0350], [-0.0777, -0.2065, -0.4372], [-0.2404, -0.1099, 0.3535], [0.5711, -0.0517, 0.2135], [-0.1686, -0.0922, 0.3265], [-0.0949, -0.0152, -0.0776], [0.0455, 0.7172, 0.0359], [-0.5672, 0.4497, 0.5286], [-0.6856, -0.3982, -0.1318], [-1.9321, 1.6584, 0.5966], [-0.3867, -1.5367, -0.3133], [0.8932, 1.3541, 0.6218], [0.2632, -0.0433, -0.5684], [0.1381, -0.1709, 0.4619], [0.3389, -0.1797, -0.0005], [0.5782, -0.0080, -0.2661], [0.5387, -0.1362, -0.7471], [0.8226, -0.5394, 0.3623], [-0.0287, 0.1667, -0.2101], [0.0402, -0.5597, -0.3564]],
  "mulliken_charge": [-0.408, 0.920, -0.511, -0.444, 0.359, 0.935, -0.049, -0.322, -0.295, -0.530, 0.359, -0.851, -0.027, 0.641, -0.750, -0.588, 0.266, 0.250, 0.286, 0.238, -0.210, 0.268, 0.449, -0.503, -0.159, 0.633, -1.084, -0.460, 0.062, 0.370, 0.139, 0.223, 0.109, 0.388, 0.299, -0.649, -0.035, 0.694, -1.067, -0.675, -0.063, 0.366, 0.342, 0.272, 0.026, 0.332, 0.491, -1.044, 0.071, 0.562, 0.773, -0.699, 0.321, 0.369, 0.288, 0.183, -0.355, 0.115, -0.615, -0.497, -0.527, -0.492, -0.389, 0.246, 0.245, 0.349, 0.268, 0.192, 0.306, 0.350, 0.247, -0.262, -0.109, -0.736, -0.470, -0.521, -0.223, 0.224, 0.228, 0.290, 0.348, 0.258, 0.345, 0.125, 0.240, -0.536, -0.503, -0.408, -0.357, -0.063, 0.294, 0.282, 0.210, 0.326, 0.396, 0.137, 0.398, -0.136, -0.676, -0.702, -0.047, -0.143, -0.700, 0.275, 0.321, 0.474, 0.178, 0.348, -0.141, 0.287, 0.444],
  "spin_multiplicity": 1,
  "fmax_ev_per_a": 2.6,
  "e_above_lowest_kj_mol": 0.0,
  "smiles": "O=S1(=O)OCCO1.CNC(C)=O.CNC(C)=O.CNC(C)=O.CNC(C)=O.C1CCOC1.C1CCOC1.C1CCOC1.C1CCOC1",
  "e_lumo_ev": 0.37
}